{"formula": "C16H34B2ClN2O26S5", "method": "ωB97M-V with the def2-TZVPD basis set", "total_charge": -1, "gap_ha": 0.23264, "lumo_ev": 1.531, "e_tot_ev": -141399.9768, "homo_ev": -4.80, "symbols": ["C", "N", "C", "C", "C", "O", "N", "O", "O", "B", "Cl", "O", "C", "B", "O", "O", "C", "H", "H", "H", "H", "H", "H", "H", "H", "H", "H", "H", "H", "H", "H", "C", "C", "O", "S", "O", "O", "O", "H", "H", "H", "H", "C", "C", "O", "S", "O", "O", "O", "H", "H", "H", "H", "C", "C", "O", "S", "O", "O", "O", "H", "H", "H", "H", "C", "C", "O", "S", "O", "O", "O", "H", "H", "H", "H", "C", "C", "O", "S", "O", "O", "O", "H", "H", "H", "H"], "positions_angstrom": [[-1.8000, 2.1747, 1.2802], [-3.1047, 1.4906, 1.6289], [-3.5775, 0.5414, 0.5480], [-2.7171, -0.8825, 0.4872], [-1.6349, -1.0785, -0.7557], [-1.9149, -0.2290, -1.9253], [-2.8557, -0.7627, -2.7281], [-3.5414, 0.1279, -3.2551], [-1.8551, -1.1002, 1.6966], [-2.7296, -1.7875, 2.7117], [-1.9853, -3.1122, 3.7823], [-4.0352, -2.1667, 2.0665], [-3.6016, -2.2755, 0.6360], [-4.7418, -2.6330, -0.4937], [-5.6035, -1.6247, -1.1968], [-5.0092, -4.0598, -0.8480], [-3.9291, -4.6079, -1.6930], [-1.3411, 2.5867, 2.3022], [-1.9533, 3.1461, 0.6055], [-0.9807, 1.4745, 0.8236], [-3.7901, 2.2863, 1.7846], [-4.6868, 0.2111, 0.8401], [-3.6754, 1.0677, -0.5003], [-0.5770, -0.7258, -0.3297], [-1.4840, -2.2172, -1.0412], [-3.0247, -0.8855, 3.4265], [-2.7977, -3.1515, 0.7233], [-6.3321, -2.1385, -1.6971], [-4.1042, -4.4577, -2.8483], [-3.8425, -5.7840, -1.5273], [-2.9108, -4.1548, -1.3322], [-1.7517, -1.4699, -7.0010], [-3.0930, -1.9150, -7.5776], [-3.0537, -3.3401, -7.5568], [-2.1626, -3.8269, -6.2803], [-3.0646, -4.1488, -5.1968], [-1.1449, -4.7361, -6.7537], [-1.4636, -2.3914, -5.9507], [-0.9562, -1.5465, -7.7491], [-1.7878, -0.4485, -6.6127], [-3.2515, -1.5484, -8.5946], [-3.9229, -1.5908, -6.9407], [1.3145, -0.3885, 3.7750], [1.2622, 0.6563, 4.8864], [2.4823, 1.3849, 4.7715], [2.9233, 1.4355, 3.2019], [2.4830, 2.6976, 2.6501], [4.2832, 0.9608, 3.0938], [1.9213, 0.2678, 2.6631], [1.9487, -1.2345, 4.0589], [0.3202, -0.7546, 3.5055], [1.1741, 0.2057, 5.8779], [0.4348, 1.3566, 4.7304], [5.7227, -2.5048, 0.3626], [5.6678, -1.1130, -0.2615], [4.2952, -0.9030, -0.5850], [3.3681, -1.6812, 0.5083], [2.9535, -0.7249, 1.5106], [2.4396, -2.5300, -0.2015], [4.5390, -2.6160, 1.1510], [5.6940, -3.2831, -0.4067], [6.6103, -2.6430, 0.9859], [6.2913, -1.0323, -1.1551], [5.9659, -0.3453, 0.4604], [1.9800, 5.4130, 4.9825], [3.2301, 5.3230, 5.8537], [2.9743, 6.1812, 6.9631], [1.3758, 6.1663, 7.2871], [1.1419, 5.2272, 8.3615], [0.9031, 7.5309, 7.3175], [0.8842, 5.4776, 5.8936], [1.9811, 6.3307, 4.3854], [1.8751, 4.5493, 4.3205], [4.1315, 5.6375, 5.3226], [3.3702, 4.3071, 6.2380], [1.1550, 1.5571, -3.8861], [2.0677, 0.5305, -4.5515], [3.3568, 0.7548, -3.9851], [3.1779, 1.2693, -2.4477], [3.3359, 0.1312, -1.5697], [3.9223, 2.4967, -2.2871], [1.5905, 1.6319, -2.5296], [1.2786, 2.5463, -4.3385], [0.1024, 1.2654, -3.9330], [2.0989, 0.6431, -5.6378], [1.7615, -0.4905, -4.3003]]}

{"formula": "C16H34FeN4SSi4", "method": "ωB97M-V with the def2-TZVPD basis set", "total_charge": 1, "gap_ha": [0.24733, 0.26148], "lumo_ev": [-4.611, -4.217], "spin_multiplicity": 2, "e_tot_ev": -99833.7199, "homo_ev": [-11.34, -11.33], "symbols": ["Fe", "N", "C", "S", "N", "N", "C", "C", "C", "C", "C", "C", "N", "H", "H", "H", "H", "H", "H", "H", "C", "Si", "C", "C", "Si", "Si", "C", "C", "C", "Si", "C", "C", "C", "H", "H", "H", "H", "H", "H", "H", "H", "H", "H", "H", "H", "H", "H", "H", "H", "H", "H", "H", "H", "H", "H", "H", "H", "H", "H", "H"], "positions_angstrom": [[-1.5310, 0.3985, -1.2129], [0.6511, 1.1088, -4.7239], [-0.1063, 0.6680, -3.7102], [-0.9091, 1.8618, -2.7163], [-0.1912, -0.6266, -3.5261], [-0.9980, -0.8861, -2.4555], [-1.4482, -2.0761, -2.3054], [-2.4190, -2.2461, -1.2249], [-3.0148, -3.4576, -0.9334], [-4.0008, -3.4899, 0.0454], [-4.3587, -2.3160, 0.6807], [-3.7066, -1.1403, 0.3423], [-2.7452, -1.0973, -0.5826], [0.6545, 2.0824, -4.9706], [1.0154, 0.4375, -5.3808], [-1.1881, -2.8709, -2.9938], [-2.7203, -4.3470, -1.4722], [-4.4887, -4.4228, 0.2935], [-5.1369, -2.2946, 1.4300], [-3.9736, -0.2053, 0.8110], [1.6859, -2.7418, -0.4608], [2.2349, -0.9548, -0.3798], [3.4694, -0.7456, 1.0099], [2.9928, -0.4415, -2.0045], [0.4404, 0.4637, 0.1863], [-0.5592, -0.0892, 2.2628], [0.6815, 0.1921, 3.6351], [-2.0290, 1.0413, 2.6108], [-1.0117, -1.9094, 2.3266], [0.9680, 2.7784, 0.1778], [1.9284, 3.1712, 1.7361], [-0.6190, 3.7830, 0.2052], [2.0556, 3.2457, -1.2655], [2.5396, -3.3856, -0.6869], [0.9461, -2.8929, -1.2494], [1.2562, -3.0752, 0.4857], [4.3560, -1.3529, 0.8090], [3.0590, -1.0687, 1.9678], [3.7944, 0.2918, 1.1124], [3.7997, -1.1290, -2.2727], [3.4140, 0.5636, -1.9529], [2.2568, -0.4642, -2.8078], [0.8904, 1.2458, 3.8030], [1.6278, -0.3174, 3.4517], [0.2620, -0.2151, 4.5605], [-1.6801, 1.9107, 3.1732], [-2.7840, 0.5412, 3.2227], [-2.5232, 1.4385, 1.7217], [-0.1180, -2.4882, 2.5727], [-1.4024, -2.3058, 1.3912], [-1.7455, -2.0951, 3.1153], [1.3386, 3.0372, 2.6407], [2.2441, 4.2179, 1.7028], [2.8283, 2.5584, 1.8211], [-1.1345, 3.6746, 1.1623], [-1.3160, 3.5051, -0.5887], [-0.4028, 4.8453, 0.0657], [3.0273, 2.7527, -1.1996], [2.2333, 4.3243, -1.2247], [1.6105, 3.0098, -2.2307]]}

{"formula": "C16H34N3O10P2", "method": "ωB97M-V with the def2-TZVPD basis set", "total_charge": 1, "e_above_lowest_kj_mol": 1399.1, "gap_ha": 0.16850, "lumo_ev": -6.438, "e_tot_ev": -60643.2173, "homo_ev": -11.02, "symbols": ["O", "N", "O", "N", "C", "C", "C", "C", "N", "H", "H", "H", "H", "O", "P", "O", "C", "C", "O", "C", "C", "O", "C", "C", "H", "H", "H", "H", "H", "H", "H", "H", "H", "H", "H", "H", "H", "H", "H", "O", "P", "O", "C", "C", "O", "C", "C", "O", "C", "C", "H", "H", "H", "H", "H", "H", "H", "H", "H", "H", "H", "H", "H", "H", "H"], "positions_angstrom": [[6.3559, 4.7320, -1.8221], [6.5012, 4.2283, -0.7151], [5.5211, 3.3122, -0.5744], [6.0678, 2.1421, -1.0162], [6.8659, 1.2818, -0.1008], [7.5853, -0.1602, -0.3602], [7.3045, -0.6705, -1.9335], [6.4096, 0.4521, -2.7155], [5.8337, 1.7413, -2.2903], [6.9846, 1.7036, 1.0110], [8.1913, -0.8014, 0.4180], [7.6936, -1.6896, -2.3565], [6.1711, 0.1619, -3.8512], [2.0538, -2.4566, -0.6043], [1.2141, -1.4620, 0.2343], [2.5580, -0.8254, 0.9693], [3.4851, -0.1336, 0.1388], [2.9774, 1.2464, -0.2295], [0.7871, -2.6230, 1.3566], [0.5905, -3.9614, 0.9009], [1.8524, -4.7895, 1.1020], [0.2760, -0.3507, 1.1713], [0.5000, -0.1677, 2.5707], [1.3608, 1.0549, 2.8540], [3.6963, -0.7121, -0.7652], [4.4249, -0.0465, 0.6919], [1.9387, 1.2164, -0.5735], [3.5982, 1.6884, -1.0144], [3.0131, 1.9126, 0.6372], [0.2706, -3.9672, -0.1487], [-0.2314, -4.4014, 1.4764], [2.7649, -4.2331, 0.8813], [1.8310, -5.6872, 0.4745], [1.9323, -5.1071, 2.1474], [0.9334, -1.0532, 3.0464], [-0.4847, -0.0100, 3.0191], [2.4190, 0.8413, 2.7076], [1.2501, 1.3722, 3.8972], [1.0972, 1.8892, 2.1965], [-7.1317, 0.8812, -1.2632], [-5.7065, 1.3744, -0.9125], [-5.0692, -0.1541, -1.0076], [-5.0886, -0.7866, -2.2834], [-4.0110, -0.2319, -3.1939], [-6.0351, 1.4550, 0.7231], [-7.3511, 1.8303, 1.1289], [-8.1983, 0.5979, 1.4157], [-4.1141, 1.9254, -0.5207], [-3.3020, 1.2577, 0.4471], [-2.3021, 0.3129, -0.2037], [-6.0713, -0.6773, -2.7509], [-4.9246, -1.8566, -2.1254], [-4.0022, 0.8626, -3.1896], [-4.1567, -0.5813, -4.2203], [-3.0223, -0.5656, -2.8663], [-7.8194, 2.4707, 0.3708], [-7.2689, 2.4372, 2.0373], [-8.0225, -0.2124, 0.7064], [-9.2646, 0.8487, 1.4014], [-7.9566, 0.1964, 2.4060], [-3.8946, 0.7230, 1.1961], [-2.7481, 2.0404, 0.9726], [-2.7661, -0.6347, -0.4753], [-1.4893, 0.0721, 0.4909], [-1.8776, 0.7470, -1.1143]]}

{"formula": "C16H34N5S2", "method": "ωB97M-V with the def2-TZVPD basis set", "total_charge": 1, "e_above_lowest_kj_mol": 1679.9, "gap_ha": 0.25467, "lumo_ev": -3.062, "e_tot_ev": -46242.9523, "homo_ev": -9.99, "symbols": ["C", "H", "H", "C", "C", "H", "C", "N", "C", "S", "N", "C", "H", "H", "C", "N", "C", "H", "C", "H", "H", "H", "C", "H", "H", "C", "N", "C", "S", "N", "H", "C", "C", "C", "C", "H", "H", "H", "H", "H", "H", "H", "H", "H", "H", "H", "H", "H", "H", "H", "H", "H", "H", "H", "H", "H", "H"], "positions_angstrom": [[-8.4462, -1.6619, 0.5218], [-9.3488, -1.4442, 0.7769], [-7.8623, -2.2152, 1.1466], [-7.6430, -0.4108, 0.2223], [-6.2529, -0.8430, -0.3866], [-6.3780, -1.2996, -1.1284], [-5.5756, 0.4966, -0.2623], [-4.1633, 0.3579, -0.9996], [-3.0982, 1.0017, -0.5444], [-3.0483, 2.1480, 0.6563], [-1.9074, 0.7394, -0.9979], [-1.6011, -0.7618, -1.0094], [-2.3580, -1.6693, -1.1217], [-0.7732, -1.0192, -1.6716], [-0.8585, -1.1476, 0.3305], [0.2899, -0.3323, 0.7396], [0.0452, 0.9667, 0.5484], [0.8812, 1.6740, 0.6380], [-0.5769, 1.4821, -0.9109], [-1.0161, 2.4673, -0.7839], [-0.0403, 1.1530, -1.7603], [-0.7897, 1.5062, 1.4598], [1.1097, -0.5036, 1.9005], [0.3537, -0.8559, 2.8060], [1.6456, 0.4479, 1.9290], [2.2159, -1.7196, 1.5907], [3.3772, -1.4492, 1.0108], [3.6269, -1.0094, -0.3471], [2.2501, -1.1789, -1.3174], [4.8691, -1.1182, -0.7046], [4.9289, -0.8086, -1.8202], [6.0321, -1.1042, -0.1334], [6.4218, 0.3364, 0.6061], [6.5967, 1.2271, -0.5153], [6.9839, 2.6265, 0.1207], [7.9792, 2.7964, 0.7238], [6.2663, 3.0671, 0.6107], [7.1747, 3.4513, -0.3973], [5.6886, 1.5285, -1.0639], [7.2924, 1.1456, -1.0725], [7.3743, 0.1204, 1.3497], [5.4442, 0.6970, 1.4839], [6.7669, -1.4227, -0.6541], [5.9484, -1.9746, 0.8105], [4.0713, -1.1859, 1.5425], [2.5325, -2.2734, 2.5432], [1.7768, -2.6141, 0.9909], [1.1711, -0.7095, -0.1908], [-0.5492, -2.0922, 0.4348], [-1.6856, -0.8108, 1.3040], [-4.0379, -0.2169, -1.7319], [-5.3854, 1.2163, 0.4606], [-5.8035, 1.3279, -1.2580], [-5.7007, -1.3812, 0.5951], [-7.5367, 0.0974, 1.3105], [-8.1606, 0.3568, -0.2685], [-8.5948, -2.2701, -0.5693]]}